1.
Formula: C5H8F2N2O6P
Source: OMol25
Level of theory: wB97M-V/def2-TZVPD

Last column: Mulliken charge in e.
Atoms and positions in Å:
O (-2.51, -0.79, -0.84)  -0.380
C (-1.34, -1.19, -1.02)  0.342
F (-1.09, -2.55, -0.58)  -0.183
N (-0.25, -0.47, -1.67)  0.103
C (0.33, -1.14, -2.84)  0.486
O (1.26, -0.58, -3.50)  -0.435
F (-0.12, -2.39, -3.34)  -0.158
N (0.67, 0.18, -0.87)  0.247
C (0.45, 1.67, -1.25)  -0.178
O (-0.49, 2.20, -0.25)  -0.359
C (-0.55, 1.44, 1.02)  0.109
O (-1.82, 1.00, 1.50)  -0.434
C (0.57, 0.30, 0.62)  -0.636
P (0.75, -1.24, 1.74)  0.227
O (1.89, -0.74, 2.96)  -0.502
O (-0.69, -1.58, 2.59)  -0.433
H (1.70, 0.09, -1.06)  0.617
H (1.42, 2.25, -1.44)  0.327
H (-0.26, 1.57, -2.16)  0.302
H (-0.04, 2.00, 1.89)  0.369
H (-2.48, 1.34, 0.83)  0.393
H (1.55, 0.88, 0.88)  0.477
H (1.99, -1.46, 3.64)  0.357
H (-0.96, -0.81, 3.15)  0.341

Properties
**Lowest unoccupied orbital energy**: -4.916 eV
**SMILES string**: O=C(F)N(C(=O)F)[N@H+]1CO[C@@H](O)[C@H]1P(O)O
**Net charge**: +1
**HOMO-LUMO gap**: 8.2 eV
**E_HOMO**: -13.1272 eV
**Largest force on an atom**: 6.80 eV/Å

***

2.
Formula: C9H23N5O
Source: OMol25
Level of theory: wB97M-V/def2-TZVPD

Last column: Mulliken charge in e.
Atoms and positions in Å:
C (-0.87, -0.99, 0.87)  -0.652
C (0.38, -1.50, 1.01)  -0.342
C (-1.55, -0.21, -0.23)  0.486
C (4.75, 0.85, 0.24)  0.418
C (-3.76, -1.72, -0.23)  -1.491
C (-3.38, 0.22, -1.81)  -1.819
C (3.01, 2.41, 0.77)  -0.531
C (-3.45, 0.69, 0.75)  -0.941
C (-3.05, -0.34, -0.39)  1.621
N (1.48, -0.99, 0.41)  -0.315
N (-0.81, 0.52, -0.97)  -0.724
N (5.48, -0.01, 0.31)  -0.530
N (7.64, -1.18, -0.57)  -0.460
N (-4.80, 1.34, 0.61)  -0.305
O (3.83, 1.59, -0.10)  -0.301
H (-1.70, -1.36, 1.60)  0.105
H (0.50, -2.27, 1.94)  0.240
H (-3.50, -2.30, -1.15)  0.373
H (-4.77, -1.62, -0.18)  0.528
H (-3.44, -2.33, 0.63)  0.307
H (-3.04, -0.38, -2.69)  0.338
H (-4.58, 0.09, -1.79)  0.369
H (-3.01, 1.22, -1.95)  0.590
H (3.54, 3.29, 1.35)  0.312
H (2.51, 1.82, 1.58)  0.295
H (2.18, 2.77, 0.06)  0.227
H (-2.87, 1.60, 0.87)  0.375
H (-3.60, 0.21, 1.71)  0.440
H (2.24, -1.65, 0.26)  0.260
H (1.26, -0.48, -0.44)  0.247
H (-1.23, 1.02, -1.77)  0.158
H (6.78, -0.98, -0.10)  0.400
H (7.99, -0.22, -0.68)  0.390
H (8.29, -1.71, 0.00)  0.372
H (7.33, -1.49, -1.52)  0.391
H (-5.50, 0.47, 0.60)  0.429
H (-4.99, 1.72, -0.31)  0.364
H (-5.30, 1.90, 1.32)  0.375

Properties
**Lowest unoccupied orbital energy**: -5.195 eV
**Net charge**: +2
**HOMO-LUMO gap**: 8.1 eV
**E_HOMO**: -13.2867 eV
**Energy above the lowest of the compared OMol25 structures with the same formula, charge and spin**: 49.80 kcal/mol
**Largest force on an atom**: 6.16 eV/Å

***

3.
Formula: C30H21BrCl4FeN3O4S
Source: OMol25
Level of theory: wB97M-V/def2-TZVPD

Last column: Löwdin spin population.
Atoms and positions in Å:
Fe (-1.36, -1.22, -1.20)  1.078
C (4.26, 4.43, 1.35)  0.000
C (2.88, 3.85, 1.54)  0.000
C (2.68, 2.47, 1.43)  0.000
C (1.43, 1.92, 1.62)  0.000
C (0.35, 2.74, 1.92)  0.000
C (0.53, 4.11, 2.03)  0.000
C (1.79, 4.65, 1.84)  0.000
S (-1.26, 2.00, 2.17)  0.000
O (-2.18, 3.12, 2.34)  0.000
O (-1.11, 1.13, 3.31)  0.000
N (-1.50, 1.11, 0.89)  0.002
C (-1.70, 1.67, -0.33)  0.001
C (-1.80, 3.06, -0.60)  0.000
C (-2.04, 3.50, -1.88)  0.000
C (-2.22, 2.58, -2.91)  -0.001
C (-2.12, 1.24, -2.59)  -0.001
N (-1.85, 0.80, -1.36)  -0.007
H (4.75, 3.98, 0.49)  0.000
H (4.89, 4.25, 2.22)  0.000
H (4.21, 5.51, 1.19)  0.000
H (3.51, 1.82, 1.18)  0.000
H (1.27, 0.85, 1.52)  0.000
H (-0.33, 4.73, 2.26)  0.000
H (1.93, 5.73, 1.92)  0.000
H (-1.71, 3.77, 0.21)  0.000
H (-2.11, 4.56, -2.08)  0.000
H (-2.44, 2.88, -3.92)  0.000
H (-2.24, 0.47, -3.33)  0.000
Cl (2.18, -3.31, -6.52)  0.000
C (1.21, -3.27, -5.07)  0.002
C (0.86, -4.44, -4.43)  0.001
Cl (1.39, -5.97, -5.05)  0.000
C (0.08, -4.39, -3.27)  0.004
Cl (-0.36, -5.84, -2.42)  0.001
C (-0.35, -3.18, -2.75)  -0.003
O (-1.10, -3.05, -1.69)  0.001
C (0.01, -1.96, -3.41)  -0.003
O (-0.43, -0.86, -2.87)  0.001
C (0.78, -2.03, -4.56)  0.003
Cl (1.21, -0.54, -5.34)  0.001
N (-2.41, -2.05, 0.30)  -0.012
C (-2.11, -1.89, 1.68)  0.002
C (-3.16, -1.79, 2.58)  -0.001
C (-2.91, -1.68, 3.94)  0.001
C (-1.60, -1.67, 4.39)  -0.001
C (-0.56, -1.74, 3.47)  0.001
C (-0.78, -1.86, 2.10)  -0.001
C (0.38, -1.83, 1.16)  -0.002
C (1.62, -2.23, 1.67)  -0.004
C (2.80, -2.06, 0.97)  0.007
C (2.75, -1.48, -0.29)  -0.004
C (1.52, -1.14, -0.84)  -0.002
C (0.31, -1.35, -0.17)  -0.067
H (-3.39, -1.87, 0.07)  0.000
H (-2.21, -3.01, -0.02)  0.000
H (-4.17, -1.79, 2.20)  0.000
H (-3.74, -1.58, 4.63)  0.000
H (-1.38, -1.55, 5.44)  0.000
H (0.45, -1.63, 3.84)  0.000
H (1.66, -2.69, 2.65)  -0.001
H (3.74, -2.39, 1.40)  0.000
H (3.66, -1.30, -0.85)  -0.001
H (1.50, -0.71, -1.83)  -0.001
Br (-3.99, -1.56, -2.33)  0.001

Properties
**Lowest unoccupied orbital energy (spin up / spin down)**: 4.161 / 4.161 eV
**2S+1**: 2
**Net charge**: -2
**<S²>**: 0.79
**HOMO-LUMO gap (spin up / spin down)**: 6.3 / 6.4 eV
**E_HOMO (spin up / spin down)**: -2.1607 / -2.2412 eV
**Energy above the lowest of the compared OMol25 structures with the same formula, charge and spin**: 0.00 kcal/mol
**Largest force on an atom**: 1.05 eV/Å

***

4.
Formula: C4H8O2
Source: OMol25
Level of theory: wB97M-V/def2-TZVPD

Last column: Mulliken charge in e.
Atoms and positions in Å:
C (1.25, -0.80, 0.25)  -1.266
C (-0.13, -0.56, -0.35)  0.243
O (-0.96, -1.69, -0.22)  -0.530
C (-0.87, 0.58, 0.35)  -0.519
C (-0.41, 1.93, -0.10)  -0.039
O (0.24, 2.71, 0.56)  -0.458
H (1.78, -1.59, -0.29)  0.370
H (1.87, 0.10, 0.21)  0.335
H (1.15, -1.10, 1.30)  0.325
H (0.00, -0.30, -1.42)  0.245
H (-0.52, -2.43, -0.67)  0.326
H (-0.75, 0.50, 1.44)  0.310
H (-1.93, 0.48, 0.10)  0.315
H (-0.71, 2.18, -1.14)  0.342

Properties
**Lowest unoccupied orbital energy**: 0.814 eV
**SMILES string**: C[C@@H](O)CC=O
**Net charge**: 0
**HOMO-LUMO gap**: 10.8 eV
**E_HOMO**: -9.9737 eV
**Energy above the lowest of the compared OMol25 structures with the same formula, charge and spin**: 25.01 kcal/mol
**Largest force on an atom**: 0.39 eV/Å

***

5.
Formula: C5H8O3
Source: OMol25
Level of theory: wB97M-V/def2-TZVPD

Last column: Mulliken charge in e.
Atoms and positions in Å:
C (-0.52, -1.70, 1.07)  -1.371
C (-0.19, -0.24, 0.37)  1.128
C (-1.41, 0.49, -0.02)  -0.169
O (-2.00, 0.23, -1.07)  -0.509
C (0.69, -0.53, -0.88)  -0.088
O (1.82, -1.03, -0.91)  -0.523
C (0.63, 0.81, 1.16)  -0.573
O (0.76, 1.80, -0.02)  -0.563
H (-1.12, -2.41, 0.47)  0.356
H (-0.84, -1.56, 2.11)  0.347
H (0.49, -2.16, 1.15)  0.377
H (-1.82, 1.27, 0.62)  0.301
H (0.12, -0.48, -1.87)  0.348
H (0.01, 1.36, 2.01)  0.277
H (1.62, 0.51, 1.51)  0.349
H (1.60, 2.43, -0.19)  0.313

Properties
**Lowest unoccupied orbital energy**: 0.466 eV
**SMILES string**: CC(C=O)(C=O)CO
**Net charge**: 0
**HOMO-LUMO gap**: 10.1 eV
**E_HOMO**: -9.6262 eV
**Energy above the lowest of the compared OMol25 structures with the same formula, charge and spin**: 66.17 kcal/mol
**Largest force on an atom**: 4.26 eV/Å

***

6.
Formula: C3H6BrClO
Source: OMol25
Level of theory: wB97M-V/def2-TZVPD

Last column: Mulliken charge in e.
Atoms and positions in Å:
C (0.78, -1.47, 0.99)  -0.924
C (-0.62, 1.26, -0.79)  -0.454
C (-1.36, 0.56, 0.31)  0.229
O (-1.45, 2.03, -1.62)  -0.483
Cl (-1.81, 1.46, 1.69)  -0.148
Br (-2.66, -0.69, -0.29)  -0.087
H (1.14, -1.51, -0.01)  0.332
H (1.26, -0.83, 1.70)  0.314
H (0.03, -2.15, 1.33)  0.312
H (-0.08, 0.51, -1.39)  0.236
H (0.10, 1.96, -0.35)  0.330
H (-2.11, 1.45, -2.03)  0.343

Properties
**Lowest unoccupied orbital energy (spin up / spin down)**: -0.570 / 0.082 eV
**Net charge**: 0
**HOMO-LUMO gap (spin up / spin down)**: 8.4 / 8.7 eV
**E_HOMO (spin up / spin down)**: -8.9593 / -8.6082 eV
**Energy above the lowest of the compared OMol25 structures with the same formula, charge and spin**: 67.83 kcal/mol
**Largest force on an atom**: 0.61 eV/Å

***

7.
Formula: C4H7NO
Source: OMol25
Level of theory: wB97M-V/def2-TZVPD

Last column: Mulliken charge in e.
Atoms and positions in Å:
N (-0.45, -1.72, -1.30)  -0.381
C (0.12, -1.14, -0.20)  0.526
O (0.78, -1.74, 0.63)  -0.633
C (-0.18, 0.32, -0.15)  0.049
C (0.86, 1.26, 0.38)  -0.590
C (-0.37, 1.00, 1.18)  -0.592
H (-0.96, -1.14, -1.94)  0.179
H (-0.33, -2.70, -1.50)  0.228
H (-0.79, 0.69, -0.97)  0.229
H (1.79, 0.82, 0.73)  0.243
H (0.96, 2.21, -0.14)  0.250
H (-1.15, 1.76, 1.21)  0.250
H (-0.27, 0.38, 2.06)  0.244

Properties
**Lowest unoccupied orbital energy**: 0.955 eV
**SMILES string**: NC(=O)C1CC1
**Net charge**: 0
**HOMO-LUMO gap**: 10.8 eV
**E_HOMO**: -9.8551 eV
**Energy above the lowest of the compared OMol25 structures with the same formula, charge and spin**: 16.55 kcal/mol
**Largest force on an atom**: 0.46 eV/Å

***

8.
Formula: C2H7NO2
Source: OMol25
Level of theory: wB97M-V/def2-TZVPD

Last column: Mulliken charge in e.
Atoms and positions in Å:
C (-0.54, 0.08, -0.96)  -0.666
N (-0.59, -1.34, -0.56)  -0.254
C (0.44, -1.83, 0.20)  0.120
O (0.31, -2.76, 0.96)  -0.552
H (0.52, 0.36, -0.94)  0.250
H (-1.06, 0.21, -1.89)  0.288
H (-0.82, 0.66, -0.09)  0.266
H (-1.39, -1.77, -0.10)  0.267
H (1.43, -1.35, 0.12)  0.282
O (0.61, 2.26, 0.81)  -0.592
H (-0.12, 2.52, 1.39)  0.295
H (1.22, 2.97, 1.05)  0.294

Properties
**Lowest unoccupied orbital energy**: 0.481 eV
**SMILES string**: CNC=O.O
**Net charge**: 0
**HOMO-LUMO gap**: 10.0 eV
**E_HOMO**: -9.5466 eV
**Energy above the lowest of the compared OMol25 structures with the same formula, charge and spin**: 31.56 kcal/mol
**Largest force on an atom**: 2.02 eV/Å

***

9.
Formula: C22H26BBrN6O2Pb
Source: OMol25
Level of theory: wB97M-V/def2-TZVPD

Last column: Mulliken charge in e.
Atoms and positions in Å:
Pb (-0.25, -0.88, -0.70)  1.335
C (3.23, -2.01, -1.94)  -1.420
C (3.32, -0.96, -0.88)  0.404
C (4.46, -0.38, -0.31)  -1.203
C (3.99, 0.53, 0.62)  0.980
C (4.75, 1.45, 1.52)  -1.248
N (2.64, 0.48, 0.58)  0.735
N (2.23, -0.43, -0.33)  -0.230
B (1.60, 1.28, 1.37)  -1.097
N (0.69, 2.07, 0.39)  0.697
N (-0.11, 1.46, -0.54)  -0.114
C (-0.78, 2.40, -1.19)  0.478
C (-1.75, 2.09, -2.28)  -0.924
C (-0.41, 3.66, -0.69)  -1.496
C (0.51, 3.41, 0.31)  1.153
C (1.23, 4.39, 1.18)  -1.257
N (0.71, 0.33, 2.21)  0.760
N (-0.11, -0.60, 1.63)  -0.284
C (-0.81, -1.20, 2.60)  0.400
C (-1.82, -2.25, 2.30)  -1.102
C (-0.42, -0.66, 3.83)  -1.317
C (0.53, 0.30, 3.54)  1.122
C (1.26, 1.20, 4.48)  -1.248
H (4.22, -2.34, -2.24)  0.352
H (2.71, -1.64, -2.83)  0.273
H (2.68, -2.89, -1.59)  0.281
H (5.49, -0.60, -0.54)  0.430
H (5.82, 1.29, 1.38)  0.348
H (4.51, 1.26, 2.57)  0.222
H (4.52, 2.49, 1.31)  0.223
H (2.15, 2.05, 2.10)  -0.056
H (-1.84, 1.01, -2.44)  -0.170
H (-1.46, 2.57, -3.21)  0.379
H (-2.75, 2.44, -2.01)  0.314
H (-0.78, 4.62, -1.00)  0.455
H (0.92, 5.39, 0.92)  0.341
H (2.31, 4.31, 1.06)  0.233
H (1.00, 4.22, 2.24)  0.227
H (-1.98, -2.36, 1.22)  0.053
H (-2.79, -1.99, 2.73)  0.329
H (-1.52, -3.22, 2.71)  0.307
H (-0.80, -0.93, 4.80)  0.463
H (0.97, 0.97, 5.51)  0.343
H (1.04, 2.25, 4.29)  0.227
H (2.34, 1.07, 4.40)  0.231
Br (-6.01, -2.80, -0.90)  -0.166
C (-4.64, -2.86, -2.22)  -0.005
C (-4.62, -3.94, -3.08)  -0.488
C (-3.62, -4.05, -4.03)  -0.421
C (-2.64, -3.07, -4.12)  -1.058
C (-2.67, -2.00, -3.24)  0.135
C (-3.66, -1.87, -2.27)  1.014
C (-3.65, -0.68, -1.32)  -0.339
O (-4.55, 0.14, -1.42)  -0.568
O (-2.61, -0.59, -0.56)  -0.548
H (-5.40, -4.69, -3.01)  0.396
H (-3.61, -4.90, -4.71)  0.376
H (-1.86, -3.14, -4.86)  0.388
H (-1.92, -1.22, -3.34)  0.352

Properties
**Lowest unoccupied orbital energy**: 0.239 eV
**Net charge**: 0
**HOMO-LUMO gap**: 8.7 eV
**E_HOMO**: -8.4282 eV
**Energy above the lowest of the compared OMol25 structures with the same formula, charge and spin**: 0.00 kcal/mol
**Largest force on an atom**: 0.64 eV/Å

***

10.
Formula: C3H3BrO2
Source: OMol25
Level of theory: wB97M-V/def2-TZVPD

Last column: Löwdin spin population.
Atoms and positions in Å:
C (-1.00, 1.56, 0.38)  0.641
C (-0.07, -0.77, -0.13)  0.064
C (-1.21, 0.06, 0.35)  0.147
O (-1.80, 2.35, -0.04)  0.957
O (-0.53, -0.63, 1.25)  0.053
Br (-3.04, -0.31, -0.08)  0.031
H (0.03, 1.81, 0.62)  0.096
H (-0.27, -1.57, -0.76)  0.006
H (0.69, -0.05, -0.20)  0.005

Properties
**Lowest unoccupied orbital energy (spin up / spin down)**: 0.748 / -3.006 eV
**2S+1**: 3
**Net charge**: 0
**<S²>**: 2.01
**HOMO-LUMO gap (spin up / spin down)**: 7.5 / 7.4 eV
**E_HOMO (spin up / spin down)**: -6.7980 / -10.4218 eV
**Energy above the lowest of the compared OMol25 structures with the same formula, charge and spin**: 48.24 kcal/mol
**Largest force on an atom**: 6.14 eV/Å

***

11.
Formula: C11H15O2S
Source: OMol25
Level of theory: wB97M-V/def2-TZVPD

Last column: Mulliken charge in e.
Atoms and positions in Å:
C (2.29, 0.18, 0.05)  -0.782
S (0.88, 0.31, 1.16)  0.066
C (-0.37, 0.28, -0.12)  -0.701
C (-1.63, 0.30, 0.78)  0.599
C (-2.22, -1.07, 0.97)  -0.903
O (-2.12, 1.35, 1.18)  -0.567
H (3.13, 0.11, 0.76)  0.276
H (2.25, -0.71, -0.58)  0.241
H (2.39, 1.08, -0.57)  0.245
H (-0.29, 1.16, -0.75)  0.407
H (-0.31, -0.62, -0.74)  0.361
H (-1.58, -1.86, 0.55)  0.323
H (-2.31, -1.24, 2.05)  0.138
H (-3.20, -1.08, 0.48)  0.300
C (-5.36, 0.95, 7.82)  -1.329
C (-4.23, 0.58, 6.89)  0.732
C (-4.53, 0.30, 5.53)  -0.344
C (-3.55, 0.02, 4.60)  -0.231
C (-2.13, 0.10, 4.89)  0.086
O (-1.23, 0.13, 4.01)  -0.727
C (-1.87, 0.20, 6.33)  -0.733
C (-2.86, 0.51, 7.26)  -0.325
H (-5.04, 1.18, 8.84)  0.330
H (-5.90, 1.83, 7.45)  0.273
H (-6.10, 0.14, 7.89)  0.268
H (-5.58, 0.32, 5.19)  0.248
H (-3.82, -0.16, 3.56)  0.224
H (-0.82, 0.09, 6.61)  0.327
H (-2.55, 0.70, 8.29)  0.198

Properties
**Lowest unoccupied orbital energy**: 2.777 eV
**Net charge**: -1
**HOMO-LUMO gap**: 5.2 eV
**E_HOMO**: -2.3972 eV
**Energy above the lowest of the compared OMol25 structures with the same formula, charge and spin**: 3.84 kcal/mol
**Largest force on an atom**: 1.74 eV/Å

***

12.
Formula: C3H8N2O
Source: OMol25
Level of theory: wB97M-V/def2-TZVPD

Last column: Löwdin spin population.
Atoms and positions in Å:
O (-2.96, 1.97, 0.21)  0.026
C (-2.34, 0.87, 0.09)  0.032
C (-0.81, 0.76, 0.65)  0.050
N (-0.03, -0.51, 0.25)  0.667
C (1.33, -0.26, -0.28)  0.091
N (1.96, -1.52, -0.51)  0.008
H (-2.63, 0.05, -0.70)  0.006
H (-0.97, 0.64, 1.76)  0.027
H (-0.18, 1.69, 0.53)  0.001
H (-0.57, -1.16, 0.79)  0.014
H (1.32, 0.46, -1.13)  0.028
H (1.77, 0.35, 0.58)  0.048
H (2.86, -1.31, -0.96)  -0.001
H (1.25, -2.02, -1.27)  0.003

Properties
**Lowest unoccupied orbital energy (spin up / spin down)**: -4.346 / -8.238 eV
**2S+1**: 2
**Net charge**: +1
**<S²>**: 0.76
**HOMO-LUMO gap (spin up / spin down)**: 10.6 / 6.5 eV
**E_HOMO (spin up / spin down)**: -14.9579 / -14.7376 eV
**Energy above the lowest of the compared OMol25 structures with the same formula, charge and spin**: 67.28 kcal/mol
**Largest force on an atom**: 6.25 eV/Å